The following is a DFT calculation (ωB97M-V/def2-TZVPD) of 2 unconnected molecules or ions with the total composition C9H12BNO.

Cartesian coordinates (Å):
O 0.2245 -1.4755 -1.8471
N 0.7251 -3.0403 3.1906
C -0.3441 -2.5879 3.4599
C 2.0633 2.4198 -0.5342
C -0.7110 1.9532 -0.7550
C -0.2298 3.2679 -0.7927
C 1.5710 1.1139 -0.4721
C -0.2739 -0.5356 -0.8985
C 1.1636 3.4812 -0.7618
C 0.2181 0.8919 -0.7370
C -0.2845 -2.8153 -1.4484
B -1.6291 -1.8777 3.4580
H 0.5317 -3.5409 -1.5625
H -1.6967 -0.7207 3.7423
H -1.7866 1.7535 -0.7733
H -2.4155 -2.2043 2.5984
H -0.9271 4.1100 -0.8522
H 1.5618 4.4825 -0.9427
H 2.2202 0.2541 -0.2652
H -1.3750 -0.5202 -0.9918
H -0.5692 -2.8382 -0.3616
H -1.1502 -3.1650 -2.0724
H -0.0280 -0.9865 0.0363
H 3.1414 2.5803 -0.4169

The spin multiplicity is 1. As for the gap between HOMO and LUMO: 7.44 eV. As for the structure (SMILES): COCc1ccccc1.BC#N. The max |F| comes out at 0.112 hartree/bohr. The calculation puts the molar mass at 161.0 g/mol.

The following is a DFT calculation (ωB97M-V/def2-TZVPD) of C4H6ClF in the gas phase.

Cartesian coordinates (Å):
Cl 0.1649 -0.0631 -2.3070
F 1.8688 -0.9803 -0.5805
C -0.8123 0.4303 0.6537
C -0.4036 -0.9842 0.2001
C 0.5724 0.8975 0.0584
C 0.6674 -0.4287 -0.6127
H 1.2920 0.8419 0.8570
H -1.2216 -1.5757 -0.3548
H 0.7550 1.8235 -0.6037
H -1.1248 0.7669 1.6178
H -1.5978 0.8771 0.0376
H -0.1604 -1.6053 1.0341

The spin multiplicity is 1. As for the gap between HOMO and LUMO: 11.70 eV. As for the structure (SMILES): FC1(Cl)CCC1. The max |F| comes out at 0.090 hartree/bohr. The calculation puts the molar mass at 108.5 g/mol.

The following is a DFT calculation (ωB97M-V/def2-TZVPD) of a molecular structure, C31H52BrFeN4P3.

Cartesian coordinates (Å):
Br -3.2389 -1.6507 -1.6562
Fe -1.5676 -0.4606 -0.5489
P -0.9258 0.9739 1.2306
P 0.5253 0.3274 -1.7194
P -3.4190 1.3337 -1.3790
N 0.5864 0.9460 3.5493
N 6.3782 -0.9658 2.2630
N 0.5113 3.0814 2.3252
N -1.4502 2.3557 3.6066
C -0.2256 -3.1656 -1.0111
C 3.0584 0.2415 -0.2664
C 6.1732 -1.8524 1.2828
C 5.0918 -2.7391 1.2824
C 0.7182 -4.0592 -0.5185
C 5.5557 -0.9408 3.3189
C 1.1289 -3.9131 0.8434
C -4.6789 3.8370 -1.5957
C 0.0810 2.5547 1.0536
C 4.1928 -2.7132 2.3783
C -3.6404 1.0572 -3.2230
C 4.4427 -1.7884 3.4224
C -5.0578 0.8946 -3.7345
C 0.6402 -1.5882 -3.8843
C -6.1934 0.9734 -0.5180
C 0.1827 -3.3494 1.7450
C -0.8061 -2.5248 1.2219
C 0.4058 -0.1356 -3.5130
C -0.5820 1.4187 4.3548
C 2.4881 -4.1179 1.2300
C -2.1163 1.7128 2.4770
C 2.9582 -3.4429 2.3303
C 0.1156 3.0036 -2.5666
C -0.7219 -2.1662 -0.1371
C 2.0089 -0.5618 -1.0338
C -0.6204 3.5072 3.1835
C 0.1602 0.0888 2.4627
C 1.3561 2.1292 3.0821
C 1.1729 2.0332 -2.0509
C -4.7260 0.8879 -0.1194
C -3.3415 3.1538 -1.3118
H -1.6373 -2.1689 1.8422
H 1.0964 0.5202 -4.0677
H -2.7407 2.4523 1.9555
H -1.1782 0.5468 4.6509
H -5.2285 4.0153 -0.6664
H -4.5173 -0.1542 0.1704
H 1.2140 -4.7893 -1.1530
H -5.3127 3.2516 -2.2763
H -5.4089 1.8182 -4.2072
H -4.5315 1.5074 0.7729
H -2.5889 3.4766 -2.0386
H 2.8050 0.3508 0.7988
H -3.1371 1.9102 -3.7030
H -0.1836 -2.2159 -3.5403
H 1.5890 -1.3432 -0.3828
H -6.4857 1.9604 -0.8994
H 3.1233 -4.7199 0.5765
H -0.4363 -0.7284 2.8804
H 4.9303 -3.4066 0.4322
H 1.9678 1.9007 -2.8026
H -0.6167 0.1540 -3.8018
H -0.5229 3.3039 0.5258
H -5.7753 0.6122 -2.9615
H -3.0570 0.1579 -3.4689
H -0.1991 3.9879 4.0863
H -2.9527 3.4097 -0.3154
H 3.7711 -1.6956 4.2692
H 1.6570 2.4443 -1.1564
H -0.6678 3.1873 -1.8188
H -1.2427 4.2152 2.6225
H -0.2016 1.9466 5.2446
H 2.3322 -3.3974 3.2222
H 0.9718 2.3268 0.4626
H -5.0916 0.1094 -4.4978
H 2.1742 1.7882 2.4346
H 0.6893 -1.6710 -4.9776
H 3.2237 1.2364 -0.6960
H 0.5877 3.9704 -2.7951
H 1.5768 -1.9871 -3.4810
H -4.5149 4.8104 -2.0770
H -6.8211 0.7662 0.3630
H 5.7821 -0.2284 4.1139
H -2.7589 0.9087 2.8578
H 6.8932 -1.8677 0.4533
H 0.2703 -3.4993 2.8254
H 2.4634 -1.0754 -1.8865
H -0.3666 2.6439 -3.4852
H -6.4469 0.2001 -1.2547
H -0.5678 -3.2537 -2.0390
H 1.0262 -0.3498 1.9490
H 1.7559 2.6609 3.9603
H 4.0132 -0.2981 -0.3111

The expectation value of S² is 6.211. The spin multiplicity is 5. As for the gap between HOMO and LUMO (alpha / beta): 6.26 / 5.29 eV. As for the charge: +2. The max |F| comes out at 0.043 hartree/bohr. The calculation puts the molar mass at 709.5 g/mol.

The following is a DFT calculation (ωB97M-V/def2-TZVPD) of 2 unconnected molecules or ions with the total composition C5H11NO.

Cartesian coordinates (Å):
O 4.8087 3.2154 -0.1938
N 0.0082 -2.2105 0.0347
C -0.9102 -0.0368 0.0583
C -1.1676 0.0298 1.4280
C -0.6804 -1.2355 -0.6602
C -2.1814 0.9251 1.9227
C -0.8504 -1.4911 -2.1377
H 4.0214 3.8704 -0.5238
H -0.3773 -0.6442 -2.6162
H -1.7990 -1.8882 -2.4559
H -2.4020 0.9887 2.9842
H -0.1520 -2.3227 -2.3472
H 0.1552 -2.1210 1.0304
H -2.8972 1.3460 1.1706
H -0.7716 0.9215 -0.4410
H 4.9656 3.5959 0.6673
H 0.9876 -2.5173 -0.2927
H -0.7575 -0.4254 2.3723

The spin multiplicity is 1. As for the gap between HOMO and LUMO: 7.88 eV. As for the structure (SMILES): C=C/C=C(/C)N.O. The max |F| comes out at 0.143 hartree/bohr. The calculation puts the molar mass at 101.1 g/mol.

The following is a DFT calculation (ωB97M-V/def2-TZVPD) of C3HBrN2O in the gas phase.

Cartesian coordinates (Å):
Br 1.4691 2.2675 1.1208
O 1.7877 -0.2682 3.3233
N -0.0613 -1.3218 0.6405
N 0.4726 -1.5919 1.7575
C 1.0825 -0.4011 2.3313
C 0.0772 0.0271 0.2586
C 0.8657 0.6155 1.1793
H -0.1135 0.3518 -0.6678

The spin multiplicity is 1. As for the gap between HOMO and LUMO: 7.56 eV. As for the structure (SMILES): O=C1N=NC=C1Br. The max |F| comes out at 0.101 hartree/bohr. The calculation puts the molar mass at 161.0 g/mol.

The following is a DFT calculation (ωB97M-V/def2-TZVPD) of 3 unconnected molecules or ions with the total composition C4H4N2.

Cartesian coordinates (Å):
N 1.9880 1.0213 0.8952
N 2.4696 0.0555 0.6816
C -1.8341 0.4352 1.1347
C -0.1729 -0.8861 -1.5933
C 0.8745 -1.4762 -1.5923
C -1.1138 1.3904 1.2626
H -1.0958 -0.3498 -1.5841
H 1.8064 -1.9971 -1.5948
H -2.4694 -0.4184 1.0233
H -0.4527 2.2253 1.3670

The spin multiplicity is 1. As for the gap between HOMO and LUMO: 11.77 eV. As for the structure (SMILES): C#C.C#C.N#N. The max |F| comes out at 0.034 hartree/bohr. The calculation puts the molar mass at 80.1 g/mol.

The following is a DFT calculation (ωB97M-V/def2-TZVPD) of a molecular structure, C31H30AsN18ORbS2.

Cartesian coordinates (Å):
Rb 0.4307 1.0558 -0.4377
As -0.4229 -2.2168 -2.7206
S -0.9248 1.6630 2.7122
S -3.6498 2.1112 4.0167
O -0.7693 -0.9012 -1.7921
N 3.7616 -4.4424 8.0483
N 3.2847 -0.4885 0.2409
N -1.6886 2.1086 -2.3340
N 1.5223 -1.7296 1.8993
N 1.7356 0.6042 -3.1718
N -1.0630 -1.8372 1.1581
N 3.8441 4.3130 -2.5610
N -2.6712 2.2167 0.3163
N 1.6264 -0.6562 -3.6070
N -3.0317 -1.4861 3.1052
N 3.3371 0.1349 -4.6384
N -3.3198 2.2373 1.5231
N 2.9324 3.8681 -0.6498
N 3.3061 2.3325 -3.7398
N 3.6126 4.7514 -1.3071
N 5.4698 -2.0566 -0.4982
N 2.5566 -0.9392 -4.4666
N 2.6846 2.7923 -1.4375
C 3.2605 3.1228 -2.5872
C -2.9692 1.8413 -2.0535
C 4.0813 -4.0567 5.7025
C -0.7886 -2.1581 -4.6175
C -1.8378 -3.4993 -2.2384
C 1.0477 -2.6769 4.0288
C -2.3049 -1.5061 0.8407
C 2.8756 -3.3681 5.5978
C -3.4335 1.3260 -4.3486
C 1.0888 -3.3104 -2.2222
C 2.4065 -2.8031 4.3044
C 2.7982 1.0556 -3.8334
C 3.9553 -0.2557 -0.8758
C -1.2687 1.9497 -3.5816
C 0.6487 -2.1180 2.8168
C 3.3117 -2.3930 3.3292
C 2.8190 -1.8776 2.1354
C -1.7679 -1.7347 3.4204
C 4.7861 -2.2819 0.6240
C -3.2847 -1.3318 1.8103
C -2.5045 1.8989 5.3878
C 2.1322 -3.2334 6.7677
C 5.0399 -1.0491 -1.2505
C -3.8767 1.4628 -3.0448
C -0.7815 -1.9116 2.4549
C -3.4341 1.8991 -0.6519
C 3.6905 -1.5125 0.9868
C 4.4722 -4.5661 6.9296
C 2.6113 -3.7798 7.9468
C -2.5675 2.0460 2.5717
C -2.0995 1.5619 -4.6265
H -4.4774 1.6310 -0.4612
H -1.6951 1.4401 -5.6230
H -1.8073 -3.6381 -1.1571
H 2.0219 -2.7824 -2.3910
H 4.7043 -4.2186 4.8342
H -0.0815 -1.5191 -5.1351
H -1.7161 -4.4649 -2.7357
H -2.0431 2.8412 5.6781
H 1.2021 -2.6831 6.7728
H -2.5193 -1.3712 -0.2146
H 0.3058 -3.0363 4.7279
H -2.8030 -3.0696 -2.5087
H -3.0740 1.4901 6.2245
H -1.5259 -1.7585 4.4771
H -4.1188 1.0263 -5.1335
H 5.0946 -3.1310 1.2258
H 2.0398 -3.6728 8.8626
H -4.2994 -1.0598 1.5336
H -1.7193 1.1992 5.0875
H 3.6313 0.5934 -1.4628
H 0.9479 -3.5274 -1.1631
H -0.7487 -3.1749 -5.0095
H 4.3786 -2.4341 3.4992
H 5.4082 -5.1078 7.0161
H 5.5562 -0.8570 -2.1833
H 1.0650 -4.2375 -2.7954
H -0.2102 2.1140 -3.7488
H 4.1004 2.5088 -4.3290
H -4.9079 1.2648 -2.7781
H -1.8038 -1.7716 -4.7071

The spin multiplicity is 1. As for the gap between HOMO and LUMO: 5.39 eV. As for the charge: -2. The max |F| comes out at 0.012 hartree/bohr. The calculation puts the molar mass at 895.2 g/mol.

The following is a DFT calculation (ωB97M-V/def2-TZVPD) of a molecular structure, C8H6N15OTi.

Cartesian coordinates (Å):
Ti 0.2818 -0.7438 -0.2556
O -2.8020 -0.2441 -1.1577
N -2.2843 -2.8054 1.4244
N -0.5185 1.4555 1.9853
N 0.1476 1.7420 -1.5509
N 3.0320 -1.8773 -1.1904
N -1.7844 2.9833 -1.0665
N -2.6697 1.9848 -0.9986
N 4.2976 -1.5728 -1.0605
N 1.4121 2.5080 1.9674
N 4.3828 -0.4491 -0.2813
N 0.3680 0.7181 1.2068
N -1.1517 -1.9575 -1.0576
N -0.6969 0.7298 -1.2277
N 2.8484 0.8016 1.0650
N 2.2566 -1.0021 -0.4807
N 0.1616 2.5315 2.4636
C 1.5971 1.2972 1.3543
C -0.6640 -3.0860 -0.3553
C -2.0352 0.8870 -1.2677
C 3.1496 -0.1458 0.0881
C -2.2403 -1.3417 -0.5156
C -0.4435 2.9036 -1.3400
C -1.2025 -3.4398 0.8567
C -2.7008 -1.7188 0.7814
H 0.0249 -3.7438 -0.8683
H -3.5306 -1.1238 1.2158
H -0.9805 -4.3979 1.3597
H 3.7010 1.4213 1.3107
H 0.1757 3.7521 -1.4617
H -2.1316 3.9336 -0.9431

The expectation value of S² is 2.026. The spin multiplicity is 3. As for the gap between HOMO and LUMO (alpha / beta): 5.73 / 5.28 eV. As for the charge: +1. The max |F| comes out at 0.081 hartree/bohr. The calculation puts the molar mass at 376.1 g/mol.